[1]
7 unconnected molecules or ions with the total composition C12H35BrNO10 in a non-equilibrium geometry, computed with ωB97M-V/def2-TZVPD.

Element x y z (Å)
Br: 3.190 1.274 -1.662
O: 3.621 4.110 3.483
O: 0.754 -1.752 -5.445
O: 1.345 -1.999 -2.686
O: 1.433 -1.665 -0.455
O: -2.790 0.244 4.679
O: 1.654 -0.093 3.462
O: 2.397 1.747 5.669
O: -1.886 -2.843 -5.124
O: -1.121 -0.535 -1.470
O: -0.559 1.427 -0.055
N: 0.543 0.909 -0.756
C: -2.092 -3.178 -0.682
C: 0.222 0.482 -3.213
C: 2.415 2.003 1.330
C: -0.650 0.840 1.244
C: 1.117 -1.375 -1.623
C: 1.461 1.971 -1.030
C: -2.714 -2.310 -1.791
C: -1.678 -1.408 -2.439
C: -2.436 -2.735 0.741
C: -2.105 0.907 1.709
C: 0.194 -0.082 -1.798
C: 1.732 2.815 0.212
H: -2.506 -0.072 1.948
H: -0.271 -0.181 1.185
H: -2.745 -0.717 4.705
H: -2.401 -4.220 -0.809
H: 1.767 -0.905 2.952
H: -2.192 1.571 2.568
H: -3.068 -2.967 -2.589
H: -3.553 -1.710 -1.425
H: -1.499 -3.687 -4.876
H: -1.968 0.535 5.088
H: 1.347 -1.933 -4.699
H: 2.521 2.173 4.810
H: 2.926 4.751 3.298
H: 0.819 3.306 0.545
H: 2.352 0.935 1.128
H: 1.120 -0.982 -5.888
H: 0.235 -0.330 -3.932
H: 4.119 4.491 4.213
H: 2.432 3.587 -0.121
H: 1.868 2.161 2.260
H: -1.115 -2.302 -5.346
H: -2.706 1.347 0.910
H: 1.987 -0.295 4.342
H: -0.683 1.074 -3.389
H: -1.775 -1.919 1.030
H: -2.262 -3.546 1.453
H: -1.002 -3.168 -0.775
H: -0.030 1.404 1.945
H: 3.438 2.324 1.507
H: 1.125 2.630 -1.841
H: -3.475 -2.407 0.815
H: 1.087 1.112 -3.407
H: -2.152 -0.838 -3.247
H: 3.120 2.065 6.216
H: -0.906 -2.042 -2.876

Calculated values
HOMO   -4.45 eV
Charge   -1
Strongest force on any atom   1.08 eV/Å



[2]
A single C5H8O molecule in a non-equilibrium geometry, computed with ωB97M-V/def2-TZVPD.

Element x y z (Å)
O: 1.615 -0.181 0.152
C: -0.247 1.098 -0.437
C: -0.674 0.201 0.603
C: 0.600 -0.040 -1.049
C: -0.586 -0.962 -0.573
C: 0.507 -0.124 1.258
H: 0.852 0.385 2.227
H: 1.171 -0.152 -1.855
H: 0.645 -1.220 1.398
H: -1.454 0.666 1.108
H: -1.097 1.537 -1.184
H: 0.598 1.903 -0.206
H: -0.590 -2.012 -0.009
H: -1.340 -1.100 -1.433

Calculated values
Relative energy (zero: lowest compared OMol25 entry of this formula, charge and spin)   454.0 kJ/mol
HOMO   -9.22 eV
Charge   0
Strongest force on any atom   7.76 eV/Å
SMILES   C1O[C@H]2C[C@@H]1C2



[3]
2 unconnected molecules or ions with the total composition C3H9NO2S2 in a non-equilibrium geometry, computed with ωB97M-V/def2-TZVPD.

Element x y z (Å)
S: -1.219 -0.857 -2.700
S: -2.056 -2.721 -2.351
O: 1.284 2.623 0.206
O: -1.072 0.211 2.908
N: 1.636 0.502 0.935
C: 0.159 0.987 -1.047
C: 1.060 1.433 0.077
C: 0.176 -0.532 -1.365
H: -0.846 -0.738 2.694
H: -0.792 0.351 3.840
H: 0.025 -1.028 -0.405
H: 2.374 0.850 1.491
H: -0.859 1.245 -0.634
H: -2.634 -2.646 -1.183
H: 1.207 -0.966 -1.650
H: 0.397 1.659 -1.974
H: 1.160 -0.373 1.159

Calculated values
Relative energy (zero: lowest compared OMol25 entry of this formula, charge and spin)   115.7 kJ/mol
HOMO   -9.06 eV
Charge   0
Strongest force on any atom   2.25 eV/Å
SMILES   NC(=O)CCSS.O